Record 1
{
  "formula": "C9H36N18O9",
  "method": "ωB97M-V with the def2-TZVPD basis set",
  "species": ["C", "O", "N", "N", "H", "H", "H", "H", "C", "O", "N", "N", "H", "H", "H", "H", "C", "O", "N", "N", "H", "H", "H", "H", "C", "O", "N", "N", "H", "H", "H", "H", "C", "O", "N", "N", "H", "H", "H", "H", "C", "O", "N", "N", "H", "H", "H", "H", "C", "O", "N", "N", "H", "H", "H", "H", "C", "O", "N", "N", "H", "H", "H", "H", "C", "O", "N", "N", "H", "H", "H", "H"],
  "xyz": [[15.297454, -14.247548, -10.613006], [14.432574, -15.127870, -10.526438], [16.446666, -14.200805, -9.964011], [15.323815, -13.153993, -11.421772], [17.094530, -13.503833, -10.302529], [16.672060, -14.814613, -9.194245], [14.543301, -13.017857, -12.048155], [16.209213, -12.701504, -11.599029], [13.041989, -4.267975, -13.374717], [13.816211, -5.092794, -13.808665], [12.660795, -4.109190, -12.130214], [12.510592, -3.390695, -14.216218], [11.983460, -3.363351, -12.059161], [13.061655, -4.681065, -11.400580], [12.798886, -3.425405, -15.183577], [11.855151, -2.699693, -13.880040], [15.872352, -5.418647, -16.277647], [16.744116, -5.301569, -17.066923], [14.976134, -4.548890, -16.222665], [15.698569, -6.382104, -15.450380], [15.155208, -3.672673, -16.691986], [14.274433, -4.620875, -15.499792], [14.826713, -6.451490, -14.945260], [16.429419, -7.074354, -15.368208], [18.721743, -7.511875, -10.812362], [18.998113, -8.612160, -11.271608], [18.230530, -6.505359, -11.581258], [18.775805, -7.150298, -9.549296], [18.111498, -6.426424, -12.581110], [17.953468, -5.662461, -11.098690], [18.445408, -6.218739, -9.341582], [19.186379, -7.855884, -8.954600], [16.610229, -9.986143, -8.828181], [15.855422, -9.330091, -9.574099], [17.500687, -9.399656, -8.014485], [16.766822, -11.222509, -8.799642], [17.296500, -8.436097, -7.790980], [18.431078, -9.762806, -7.864157], [17.407727, -11.706435, -8.187141], [16.238147, -11.836002, -9.403172], [13.375028, -6.517147, -9.302860], [12.733836, -5.565532, -9.028235], [13.126778, -7.287540, -10.309969], [14.411920, -7.024074, -8.717053], [12.167508, -7.407346, -10.602453], [13.793629, -8.009759, -10.541957], [14.851020, -6.474249, -7.992500], [14.885182, -7.847461, -9.060794], [10.946380, -5.718194, -16.279035], [11.939794, -5.118156, -16.756392], [11.114870, -6.752746, -15.447570], [9.689886, -5.616295, -16.702415], [10.457122, -7.487778, -15.230327], [12.011701, -6.704891, -14.985492], [9.539237, -4.897061, -17.395310], [9.003891, -6.191632, -16.234983], [12.514227, -11.806804, -13.912551], [13.667998, -11.988164, -14.165718], [11.919649, -10.643377, -13.899331], [11.651256, -12.813039, -13.884393], [12.529954, -9.875799, -14.141112], [10.918580, -10.518605, -13.948233], [10.661566, -12.650844, -14.004090], [12.129300, -13.670866, -14.120433], [14.792537, -8.767505, -13.140352], [13.994235, -8.585359, -13.976076], [15.529619, -7.892602, -12.512937], [15.116712, -9.962380, -12.683441], [15.243596, -6.925612, -12.456138], [16.210247, -8.217212, -11.841023], [14.761673, -10.796597, -13.128555], [15.863239, -9.995415, -12.003951]],
  "atomic_forces_ev_per_a": [[-1.05, -0.98, -0.80], [0.57, 1.36, -0.02], [2.13, -0.92, 2.05], [-1.96, 0.55, -1.28], [0.51, -0.50, 0.83], [0.07, 0.12, -0.36], [0.37, 0.11, -0.24], [-0.51, 0.10, -0.34], [0.49, -0.15, -1.00], [0.99, -1.75, 0.49], [-0.55, 0.25, 1.34], [-1.13, 1.80, -1.29], [0.26, -0.49, 1.36], [-0.55, 0.23, 0.33], [-0.53, 0.03, 0.11], [0.25, -0.05, -0.57], [1.46, -1.02, -0.70], [4.89, -0.22, -3.19], [-5.68, 6.04, 0.30], [0.22, -4.30, 2.96], [-0.23, -0.40, -0.01], [0.19, 0.23, -0.20], [0.51, -0.41, 0.19], [-0.55, -0.05, -0.03], [-0.48, -1.16, -2.80], [0.26, 0.04, 0.31], [-0.83, 2.10, -0.67], [0.56, 0.14, 1.50], [0.29, -0.91, 0.24], [0.06, -0.07, -0.27], [0.46, -0.50, 0.91], [-0.22, 0.59, 0.55], [0.55, 4.96, -0.54], [-0.69, -0.20, -0.01], [-0.16, 2.36, 1.49], [-0.75, -7.24, -1.14], [0.47, -0.11, -0.14], [0.18, -0.33, 0.21], [0.18, 0.26, 0.24], [-0.13, 0.28, 0.00], [0.84, -1.31, 0.03], [-2.30, 4.01, 1.48], [-2.31, -2.75, -5.07], [3.66, 0.62, 3.69], [0.32, 0.12, -0.22], [-0.48, -0.17, -0.14], [0.07, -0.23, -0.09], [0.36, -0.25, 0.22], [2.70, -0.58, -1.85], [-2.11, 0.12, 1.12], [1.18, -0.49, 1.72], [-1.05, 1.00, -0.64], [0.18, 0.49, -0.04], [0.07, -0.73, 0.14], [-0.62, -0.40, 0.18], [-0.25, 0.68, -0.54], [-1.94, -0.31, -1.63], [3.31, -0.42, 0.45], [-0.64, 3.39, 0.35], [-0.84, -2.52, 0.59], [0.10, 0.64, 0.16], [0.45, -0.17, 0.15], [0.40, -0.51, 0.03], [-0.83, -0.27, 0.06], [2.40, -2.16, 2.43], [-4.43, 1.64, -4.16], [1.65, 3.96, 1.40], [0.49, -2.97, 0.70], [0.11, -0.08, -0.27], [-0.15, 0.37, 0.05], [0.12, 0.04, -0.15], [-0.36, -0.58, 0.01]],
  "total_energy_ev": -55171.9315,
  "s2": 0.750,
  "spin_multiplicity": 2,
  "relative_energy_kj_mol": 0.0,
  "lumo_ev": [1.7954, 1.7749],
  "fmax_ha_per_bohr": 0.16141,
  "charge": -1
}

---

Record 2
{
  "formula": "C4H10OSSi",
  "method": "ωB97M-V with the def2-TZVPD basis set",
  "species": ["C", "C", "C", "C", "O", "Si", "S", "H", "H", "H", "H", "H", "H", "H", "H", "H", "H"],
  "xyz": [[1.400129, 0.781656, 0.544082], [-0.551791, -1.624354, 1.045845], [-1.687817, 1.226358, 0.340771], [0.053487, -0.259884, -1.801616], [3.962946, 0.748000, 0.384384], [-0.239345, -0.024941, 0.038042], [2.739709, 0.285932, -0.272688], [1.427265, 1.410504, 1.379557], [-0.572492, -2.598481, 0.386545], [0.331318, -1.822998, 1.665348], [-1.542317, -1.645415, 1.492592], [-2.662124, 1.111162, -0.232367], [-2.014972, 1.192588, 1.378876], [-1.389891, 2.222126, 0.161788], [-0.602837, -0.830015, -2.456485], [0.244569, 0.654907, -2.304889], [1.104170, -0.827145, -1.749782]],
  "atomic_forces_ev_per_a": [[0.06, -2.03, -2.30], [0.57, -1.69, -2.25], [-0.98, -1.50, -0.11], [2.10, -2.20, 0.59], [0.59, 0.01, -0.38], [-1.36, 0.48, -0.52], [-1.25, 1.09, 2.01], [0.61, 0.86, 1.23], [0.09, 1.94, 0.71], [-0.65, 0.21, 0.54], [0.28, 0.22, 0.67], [1.34, -0.34, 0.32], [0.13, -0.05, 0.27], [0.59, 1.26, -0.30], [-0.17, -0.24, 0.40], [0.26, 1.04, -0.27], [-2.22, 0.93, -0.63]],
  "total_energy_ev": -25069.5131,
  "spin_multiplicity": 1,
  "relative_energy_kj_mol": 170.0,
  "lumo_ev": -0.3808,
  "fmax_ha_per_bohr": 0.06037
}

---

Record 3
{
  "formula": "C4H13ClNbO2S",
  "method": "ωB97M-V with the def2-TZVPD basis set",
  "species": ["O", "S", "O", "Cl", "C", "C", "C", "C", "Nb", "H", "H", "H", "H", "H", "H", "H", "H", "H", "H", "H", "H", "H"],
  "xyz": [[-1.650997, -0.389649, 2.416809], [-1.822561, 0.953068, 2.014391], [-1.922991, 1.980366, 2.986406], [-3.572860, 1.061392, 0.943926], [-0.651914, 1.448930, 0.783687], [-0.860299, 0.938814, -0.634207], [-1.006131, -0.573137, -0.834647], [0.280794, -1.270363, -1.318235], [2.303628, -0.921192, -0.339635], [-0.744964, 2.532581, 0.799032], [0.318369, 1.188974, 1.203194], [-1.715810, 1.469491, -1.043153], [0.014279, 1.251475, -1.200825], [-1.782400, -0.713024, -1.590648], [-1.364721, -1.070662, 0.060224], [0.141215, -2.348808, -1.171540], [0.365314, -1.133157, -2.398018], [1.543268, -0.767370, 1.335169], [2.688720, -2.643283, 0.199066], [3.137924, -1.368382, -1.939325], [2.364141, 0.897892, -0.664107], [3.937997, -0.523957, 0.392437]],
  "atomic_forces_ev_per_a": [[-0.09, -0.89, 0.16], [0.39, 0.27, -0.51], [-0.09, 0.64, 0.68], [-0.39, -0.07, -0.10], [0.03, 0.35, -0.28], [-0.05, -0.17, 0.01], [0.10, -0.24, -0.43], [-0.19, 0.94, 0.43], [-1.22, -0.59, -1.15], [0.06, 0.12, 0.03], [0.10, -0.29, 0.13], [-0.13, 0.02, -0.08], [0.12, 0.21, -0.02], [-0.22, -0.03, 0.02], [-0.05, 0.04, 0.21], [0.31, -0.23, 0.08], [0.15, 0.05, -0.16], [0.02, -0.44, 0.22], [0.63, 0.39, 0.25], [0.13, -0.55, 0.17], [0.43, 0.09, 0.33], [-0.03, 0.39, 0.02]],
  "total_energy_ev": -33355.7650,
  "spin_multiplicity": 1,
  "lumo_ev": 2.6409,
  "fmax_ha_per_bohr": 0.03453,
  "charge": -1
}